1.
A 2-piece molecular cluster, C32H39N4O5 overall at a distorted geometry, computed with ωB97M-V with the def2-TZVPD basis set.

Atoms and positions in Å:
C (-5.60, -2.76, -1.96)
O (-4.55, -3.62, -2.46)
C (-3.27, -3.23, -2.23)
C (-2.90, -2.10, -1.50)
C (-1.56, -1.87, -1.16)
C (-1.19, -0.67, -0.33)
C (-1.11, -0.97, 1.17)
C (-2.46, -1.42, 1.74)
O (-3.06, -2.47, 1.51)
N (-2.89, -0.43, 2.57)
C (-4.16, -0.54, 3.26)
C (-1.91, 0.60, 2.88)
C (-2.50, 1.97, 2.52)
C (-1.50, 0.49, 4.36)
N (-0.81, 0.21, 1.99)
C (0.37, 0.87, 1.88)
C (0.70, 2.01, 2.60)
C (1.89, 2.72, 2.50)
C (2.21, 3.89, 3.28)
C (3.45, 4.56, 3.11)
C (3.76, 5.70, 3.85)
C (2.85, 6.21, 4.79)
C (1.62, 5.56, 4.98)
C (1.31, 4.42, 4.24)
C (-0.58, -2.77, -1.57)
C (-0.92, -3.90, -2.32)
O (-0.05, -4.88, -2.70)
C (1.35, -4.62, -2.49)
C (-2.27, -4.11, -2.69)
O (-2.62, -5.28, -3.31)
C (-2.90, -6.43, -2.45)
H (-6.52, -3.23, -2.29)
H (-5.56, -2.70, -0.87)
H (-5.52, -1.75, -2.39)
H (-3.67, -1.41, -1.16)
H (-0.22, -0.27, -0.66)
H (-1.96, 0.12, -0.47)
H (-0.36, -1.77, 1.34)
H (-4.71, -1.38, 2.83)
H (-4.02, -0.71, 4.33)
H (-4.74, 0.38, 3.12)
H (-2.86, 1.94, 1.48)
H (-3.34, 2.19, 3.19)
H (-1.76, 2.76, 2.60)
H (-1.18, -0.54, 4.55)
H (-0.68, 1.16, 4.60)
H (-2.36, 0.73, 4.99)
H (1.07, 0.43, 1.17)
H (-0.04, 2.38, 3.30)
H (2.65, 2.36, 1.80)
H (4.16, 4.16, 2.38)
H (4.72, 6.20, 3.70)
H (3.09, 7.10, 5.37)
H (0.90, 5.95, 5.70)
H (0.34, 3.94, 4.41)
H (0.47, -2.58, -1.31)
H (1.86, -5.47, -2.96)
H (1.67, -3.69, -2.97)
H (1.58, -4.58, -1.42)
H (-3.17, -7.22, -3.14)
H (-1.99, -6.69, -1.89)
H (-3.72, -6.19, -1.77)
C (4.23, -1.02, -5.26)
C (4.49, 0.26, -5.78)
C (4.16, 1.40, -5.05)
C (3.59, 1.28, -3.77)
C (3.23, 2.52, -3.02)
N (3.13, 2.38, -1.66)
N (2.89, 3.53, -0.86)
O (2.99, 3.60, -3.56)
C (3.31, 0.00, -3.26)
C (3.64, -1.14, -4.00)
H (4.50, -1.90, -5.84)
H (4.95, 0.37, -6.77)
H (4.34, 2.39, -5.45)
H (3.64, 1.65, -1.19)
H (3.70, 4.14, -0.98)
H (2.12, 4.02, -1.33)
H (2.82, -0.09, -2.28)
H (3.43, -2.14, -3.59)

Summary:
LUMO level: -4.8 eV
Charge: +1
Orbital gap: 5.26 eV

2.
C4H12N2O as an isolated structure at a distorted geometry, computed with ωB97M-V with the def2-TZVPD basis set.

Atoms and positions in Å:
C (2.16, 1.26, -0.61)
N (1.03, 0.36, -0.49)
C (0.99, -0.60, 0.62)
N (0.98, -1.93, 0.13)
O (1.65, -0.34, 1.64)
H (0.69, 0.00, -1.37)
H (1.18, -2.60, 0.85)
H (0.17, -2.19, -0.43)
H (2.55, 1.45, 0.39)
H (2.96, 0.85, -1.24)
H (1.82, 2.21, -1.03)
C (-1.52, 0.71, 0.41)
C (-2.57, -0.22, -0.12)
H (-2.34, -0.53, -1.14)
H (-1.38, 1.58, -0.21)
H (-1.61, 1.00, 1.46)
H (-0.54, -0.18, 0.81)
H (-3.54, 0.29, -0.17)
H (-2.67, -1.12, 0.49)

Summary:
Energy above the lowest of the compared OMol25 structures with the same formula, charge and spin: 3.331 eV
LUMO level: 0.5 eV
Orbital gap: 9.13 eV

3.
One molecule with the formula C3H8N2O2 at a distorted geometry, computed with ωB97M-V with the def2-TZVPD basis set.

Atoms and positions in Å:
N (-1.07, -1.24, 1.90)
C (-0.66, -0.22, 0.93)
C (-0.45, -0.89, -0.42)
O (-1.21, -1.72, -0.94)
N (0.59, -0.32, -1.09)
C (0.89, 1.11, -1.09)
O (1.60, 1.53, 0.03)
H (-1.93, -0.91, 2.32)
H (-1.48, -2.15, 1.52)
H (-1.40, 0.54, 0.68)
H (0.22, 0.23, 1.41)
H (1.13, -0.87, -1.76)
H (-0.09, 1.57, -1.16)
H (1.41, 1.48, -2.07)
H (2.46, 1.88, -0.26)

Summary:
Energy above the lowest of the compared OMol25 structures with the same formula, charge and spin: 2.005 eV
LUMO level: 0.5 eV
SMILES string: NCC(=O)NCO
Orbital gap: 10.01 eV

4.
C29H48N4O2PPd as an isolated structure, computed with ωB97M-V with the def2-TZVPD basis set.

Atoms and positions in Å:
Pd (-0.83, -0.79, -0.83)
N (-3.07, -2.08, -0.62)
C (-2.81, -3.45, -1.15)
C (-2.21, -3.39, -2.57)
C (-1.23, -2.27, -2.60)
O (-1.61, -1.12, -2.97)
O (-0.07, -2.38, -2.03)
H (-3.55, -2.18, 0.27)
H (-3.72, -1.61, -1.25)
H (-3.71, -4.06, -1.19)
H (-2.10, -3.93, -0.48)
H (-2.98, -3.20, -3.32)
H (-1.73, -4.34, -2.79)
C (-1.88, 3.71, -2.73)
C (-2.14, 2.34, -2.09)
C (-3.08, 2.46, -0.89)
P (-0.59, 1.46, -1.63)
C (0.68, 1.79, -2.89)
C (2.01, 1.17, -2.50)
C (0.22, 1.27, -4.26)
C (0.05, 2.22, -0.09)
C (0.67, 3.44, -0.07)
C (1.13, 4.04, 1.12)
C (1.74, 5.39, 1.11)
C (0.95, 3.34, 2.34)
C (0.34, 2.13, 2.37)
C (-0.16, 1.53, 1.17)
N (-0.76, 0.33, 1.17)
C (-1.36, -0.26, 2.25)
C (-2.34, 0.46, 3.05)
C (-2.80, 1.84, 2.72)
C (-2.85, -0.16, 4.16)
C (-2.49, -1.48, 4.52)
C (-3.02, -2.11, 5.74)
C (-1.60, -2.19, 3.67)
C (-1.04, -1.64, 2.56)
C (-0.06, -2.43, 1.75)
H (-2.84, 4.17, -2.96)
H (-1.31, 3.64, -3.66)
H (-1.36, 4.38, -2.04)
H (-2.59, 1.66, -2.82)
H (-2.64, 3.10, -0.12)
H (-3.32, 1.49, -0.46)
H (-4.01, 2.93, -1.21)
H (0.78, 2.88, -2.94)
H (1.92, 0.08, -2.41)
H (2.41, 1.56, -1.56)
H (2.75, 1.37, -3.28)
H (0.16, 0.19, -4.26)
H (0.94, 1.58, -5.02)
H (-0.76, 1.66, -4.56)
H (0.84, 3.97, -1.00)
H (2.00, 5.72, 0.11)
H (2.63, 5.43, 1.74)
H (1.04, 6.12, 1.54)
H (1.31, 3.79, 3.26)
H (0.22, 1.60, 3.31)
H (-2.49, 2.18, 1.73)
H (-2.43, 2.56, 3.45)
H (-3.89, 1.88, 2.75)
H (-3.56, 0.36, 4.78)
H (-3.75, -1.50, 6.26)
H (-2.18, -2.32, 6.43)
H (-3.46, -3.09, 5.51)
H (-1.35, -3.22, 3.94)
H (-0.11, -3.48, 2.02)
H (0.97, -2.09, 1.93)
H (-0.24, -2.38, 0.67)
N (5.35, -2.30, -1.45)
C (5.35, -2.11, 0.04)
C (4.06, -1.37, 0.42)
N (3.06, -1.62, -0.61)
C (3.04, -3.03, -1.00)
C (4.28, -3.29, -1.86)
H (6.27, -2.60, -1.78)
H (5.14, -1.41, -1.90)
H (6.24, -1.56, 0.33)
H (5.41, -3.11, 0.47)
H (4.25, -0.29, 0.48)
H (3.77, -1.71, 1.43)
H (2.13, -1.30, -0.36)
H (2.15, -3.23, -1.60)
H (3.02, -3.71, -0.14)
H (4.10, -3.13, -2.92)
H (4.69, -4.29, -1.71)

Summary:
Energy above the lowest of the compared OMol25 structures with the same formula, charge and spin: 3.385 eV
LUMO level (alpha / beta): -7.5 / -11.5 eV
Charge: +3
Multiplicity: 5
Orbital gap (alpha / beta): 8.25 / 5.33 eV

5.
A 5-piece molecular cluster, C15H35F2N9O8S overall, computed with ωB97M-V with the def2-TZVPD basis set.

Atoms and positions in Å:
H (4.20, 3.62, -0.53)
N (4.16, 2.68, -0.12)
C (2.99, 2.44, 0.30)
C (1.84, 3.41, 0.22)
C (2.76, 1.10, 0.96)
C (2.23, -0.05, 0.05)
C (1.73, 0.46, -1.31)
F (0.60, 1.26, -1.08)
C (1.47, -0.60, -2.39)
C (0.46, -0.12, -3.44)
O (3.37, -0.86, -0.34)
S (3.66, -2.06, 0.65)
O (3.84, -3.25, -0.11)
O (4.64, -1.67, 1.60)
O (2.24, -2.09, 1.31)
C (1.34, -1.03, 0.90)
C (0.13, -1.78, 0.33)
F (-0.74, -0.88, -0.28)
C (-0.60, -2.57, 1.39)
C (-1.36, -1.76, 2.45)
H (0.91, 2.95, 0.55)
H (1.71, 3.76, -0.81)
H (2.04, 4.28, 0.84)
H (2.08, 1.24, 1.81)
H (3.71, 0.75, 1.35)
H (2.51, 1.13, -1.68)
H (1.15, -1.55, -1.96)
H (2.43, -0.80, -2.86)
H (0.70, -0.54, -4.42)
H (-0.56, -0.42, -3.18)
H (0.47, 0.97, -3.53)
H (1.05, -0.54, 1.83)
H (0.49, -2.49, -0.42)
H (-1.30, -3.21, 0.85)
H (0.12, -3.24, 1.85)
H (-1.46, -2.36, 3.35)
H (-2.36, -1.51, 2.11)
H (-0.85, -0.83, 2.72)
N (-0.23, 7.52, -2.08)
C (0.12, 6.44, -1.31)
N (-0.87, 5.52, -1.10)
O (1.23, 6.30, -0.84)
H (-1.15, 7.64, -2.46)
H (0.47, 8.21, -2.25)
H (-0.64, 4.74, -0.52)
H (-1.79, 5.58, -1.49)
N (2.16, -5.33, 0.54)
C (0.84, -5.53, 0.24)
N (0.21, -6.51, 0.95)
O (0.26, -4.87, -0.62)
H (2.64, -5.85, 1.25)
H (2.65, -4.61, 0.04)
H (-0.76, -6.67, 0.76)
H (0.66, -7.04, 1.67)
N (-5.07, -3.87, 3.85)
C (-4.00, -3.56, 4.66)
N (-4.31, -2.83, 5.77)
O (-2.87, -3.92, 4.40)
H (-6.01, -3.58, 4.04)
H (-4.87, -4.39, 3.02)
H (-3.55, -2.60, 6.38)
H (-5.23, -2.53, 6.00)
N (-3.32, 4.01, -4.60)
C (-3.06, 3.52, -3.35)
N (-1.83, 2.93, -3.19)
O (-3.86, 3.62, -2.43)
H (-2.68, 3.92, -5.37)
H (-4.21, 4.43, -4.75)
H (-1.61, 2.56, -2.28)
H (-1.14, 2.89, -3.91)

Summary:
LUMO level: 0.4 eV
SMILES string: [H]/N=C(\C)C[C@@]1([C@H](F)CC)OS(=O)(=O)O[C@@H]1[C@H](F)CC.NC(N)=O.NC(N)=O.NC(N)=O.NC(N)=O
Orbital gap: 10.17 eV

6.
A 2-piece molecular cluster, C42H46BrF3N4O2 overall at a distorted geometry, computed with ωB97M-V with the def2-TZVPD basis set.

Atoms and positions in Å:
C (-2.87, -0.13, -4.07)
C (-2.93, -0.98, -2.80)
C (-3.63, -2.33, -3.04)
C (-3.62, -0.24, -1.65)
C (-4.99, -0.04, -1.72)
C (-5.67, 0.56, -0.68)
C (-5.00, 0.90, 0.49)
C (-3.62, 0.67, 0.61)
C (-2.93, 0.85, 1.97)
C (-3.82, 0.37, 3.12)
C (-2.46, 2.29, 2.19)
C (-2.92, 0.23, -0.53)
N (-1.51, -0.11, -0.43)
N (-1.26, -1.43, -0.27)
N (0.07, -1.53, -0.09)
C (0.61, -2.79, 0.35)
C (0.66, -3.87, -0.56)
C (0.05, -3.77, -1.97)
C (-0.83, -4.98, -2.30)
C (1.12, -3.57, -3.04)
C (1.36, -5.01, -0.17)
C (1.94, -5.10, 1.09)
C (1.78, -4.07, 2.01)
C (1.06, -2.92, 1.68)
C (0.77, -1.86, 2.75)
C (2.02, -1.08, 3.15)
C (0.12, -2.49, 3.99)
C (0.69, -0.30, -0.26)
C (2.12, -0.16, -0.20)
C (2.64, 1.15, -0.02)
C (3.95, 1.44, -0.36)
C (4.84, 0.39, -0.55)
C (6.29, 0.75, -0.70)
F (7.09, -0.35, -0.80)
F (6.49, 1.51, -1.83)
F (6.71, 1.50, 0.37)
C (4.41, -0.93, -0.57)
C (3.05, -1.21, -0.45)
C (-0.30, 0.63, -0.51)
C (-0.17, 1.99, -0.91)
H (-2.37, 0.82, -3.87)
H (-2.31, -0.66, -4.85)
H (-3.88, 0.07, -4.45)
H (-1.89, -1.19, -2.49)
H (-3.67, -2.90, -2.11)
H (-4.67, -2.15, -3.38)
H (-3.11, -2.93, -3.80)
H (-5.49, -0.35, -2.63)
H (-6.74, 0.73, -0.77)
H (-5.54, 1.34, 1.33)
H (-2.03, 0.22, 1.95)
H (-4.18, -0.65, 2.92)
H (-3.25, 0.34, 4.06)
H (-4.69, 1.02, 3.26)
H (-1.74, 2.58, 1.41)
H (-3.30, 3.00, 2.16)
H (-1.96, 2.37, 3.16)
H (-0.61, -2.89, -1.94)
H (-1.62, -5.10, -1.55)
H (-1.31, -4.87, -3.29)
H (-0.23, -5.90, -2.33)
H (1.73, -2.69, -2.81)
H (1.77, -4.45, -3.10)
H (0.66, -3.41, -4.02)
H (1.46, -5.83, -0.89)
H (2.55, -5.97, 1.34)
H (2.22, -4.15, 3.01)
H (0.05, -1.15, 2.32)
H (2.50, -0.62, 2.27)
H (1.76, -0.27, 3.85)
H (2.75, -1.73, 3.64)
H (-0.75, -3.09, 3.70)
H (0.83, -3.14, 4.50)
H (-0.22, -1.72, 4.69)
H (1.96, 1.94, 0.30)
H (4.30, 2.46, -0.49)
H (5.11, -1.75, -0.73)
H (2.69, -2.23, -0.61)
H (0.31, 2.14, -1.88)
H (-0.97, 2.65, -0.62)
Br (2.65, 6.04, 4.87)
C (2.08, 5.41, 3.20)
C (2.97, 4.64, 2.44)
C (2.59, 4.20, 1.17)
C (1.30, 4.43, 0.64)
C (0.94, 3.95, -0.72)
C (0.16, 4.74, -1.57)
N (0.19, 4.48, -2.94)
O (-0.29, 5.31, -3.76)
O (0.71, 3.40, -3.34)
C (0.40, 5.19, 1.43)
C (0.80, 5.71, 2.69)
H (3.94, 4.34, 2.84)
H (3.33, 3.65, 0.59)
H (1.74, 3.39, -1.20)
H (-0.43, 5.58, -1.23)
H (-0.62, 5.34, 1.07)
H (0.11, 6.31, 3.29)

Summary:
LUMO level: -0.6 eV
Orbital gap: 6.07 eV

7.
One molecule with the formula C2H8OP2S at a distorted geometry, computed with ωB97M-V with the def2-TZVPD basis set.

Atoms and positions in Å:
C (1.01, -1.27, -0.92)
C (1.58, -0.42, 0.24)
P (1.02, 1.34, -0.09)
P (-1.35, 1.13, 0.34)
O (-1.76, 2.29, 1.17)
S (-3.19, -0.42, 0.37)
H (-0.07, -1.39, -0.99)
H (1.63, -0.95, -1.84)
H (1.36, -2.32, -0.81)
H (2.59, -0.60, 0.01)
H (1.31, -0.78, 1.17)
H (1.35, 1.92, 1.20)
H (-1.60, 1.16, -1.10)
H (-3.88, 0.29, 1.25)

Summary:
Energy above the lowest of the compared OMol25 structures with the same formula, charge and spin: 1.413 eV
LUMO level: -1.6 eV
SMILES string: CCP[P@H](=O)S
Orbital gap: 7.75 eV

8.
A 2-piece molecular cluster, C2H7N4S overall at a distorted geometry, computed with ωB97M-V with the def2-TZVPD basis set.

Atoms and positions in Å:
C (-0.26, 2.31, 0.06)
C (0.52, 0.27, 1.36)
N (-0.13, 2.95, 1.06)
N (0.25, 0.67, 0.23)
N (-0.11, -2.48, -0.76)
N (0.06, 0.17, -1.01)
S (0.34, 2.84, 2.50)
H (-0.65, 2.34, -0.89)
H (0.64, -0.13, 2.32)
H (0.34, -2.65, 0.11)
H (-1.01, -2.98, -0.83)
H (-0.61, 0.60, -1.61)
H (0.37, -3.05, -1.44)
H (0.25, -0.86, -1.11)

Summary:
Energy above the lowest of the compared OMol25 structures with the same formula, charge and spin: 5.201 eV
LUMO level (alpha / beta): -5.7 / -5.7 eV
Charge: +1
Orbital gap (alpha / beta): 7.93 / 7.92 eV

9.
C9H27F2NaO12P3 as an isolated structure at a distorted geometry, computed with ωB97M-V with the def2-TZVPD basis set.

Atoms and positions in Å:
Na (-1.83, -0.42, -2.82)
F (-3.35, -3.87, -4.63)
F (-2.28, 1.71, -6.19)
C (2.88, 1.12, 4.65)
O (2.21, 1.13, 3.43)
P (1.22, 2.30, 2.91)
O (0.59, 2.14, 1.56)
O (0.18, 2.42, 4.11)
C (-0.87, 3.37, 3.98)
O (2.09, 3.70, 3.08)
C (2.87, 4.22, 2.00)
H (2.59, 1.96, 5.27)
H (3.95, 1.19, 4.46)
H (2.60, 0.33, 5.36)
H (-0.77, 3.97, 3.08)
H (-0.89, 4.00, 4.86)
H (-1.86, 2.91, 3.94)
H (3.93, 4.19, 2.26)
H (2.55, 5.26, 2.00)
H (2.73, 3.72, 1.04)
C (9.39, 0.35, -5.61)
O (8.20, -0.53, -5.54)
P (6.89, -0.24, -4.60)
O (6.38, 1.14, -4.72)
O (7.28, -0.80, -3.14)
C (6.35, -0.71, -2.14)
O (5.79, -1.35, -5.09)
C (4.43, -1.06, -5.10)
H (9.16, 1.11, -6.36)
H (10.23, -0.25, -5.96)
H (9.65, 0.69, -4.61)
H (6.57, -0.12, -1.25)
H (6.22, -1.66, -1.62)
H (5.35, -0.35, -2.40)
H (3.91, -1.43, -4.22)
H (3.94, -1.57, -5.93)
H (4.27, 0.00, -5.24)
C (-7.71, -4.18, -0.11)
O (-7.27, -3.64, 1.13)
P (-7.13, -2.02, 1.32)
O (-6.30, -1.30, 0.32)
O (-8.71, -1.50, 1.42)
C (-8.87, -0.12, 1.76)
O (-6.62, -1.92, 2.89)
C (-7.27, -2.71, 3.87)
H (-7.78, -3.36, -0.83)
H (-8.68, -4.66, -0.08)
H (-6.98, -4.91, -0.44)
H (-8.77, -0.11, 2.84)
H (-9.84, 0.22, 1.39)
H (-8.11, 0.50, 1.28)
H (-7.84, -2.10, 4.57)
H (-6.66, -3.42, 4.43)
H (-8.03, -3.37, 3.44)

Summary:
Energy above the lowest of the compared OMol25 structures with the same formula, charge and spin: 5.834 eV
LUMO level: 1.0 eV
Charge: -1
Orbital gap: 4.78 eV

10.
One molecule with the formula C3H6N2O2 at a distorted geometry, computed with ωB97M-V with the def2-TZVPD basis set.

Atoms and positions in Å:
N (-1.31, 0.78, -1.27)
C (-0.34, 1.37, -0.50)
O (-0.21, 2.56, -0.28)
C (0.68, 0.34, -0.09)
N (0.14, -0.93, 0.42)
C (0.75, -1.58, 1.46)
O (0.57, -2.76, 1.63)
H (-1.85, 1.48, -1.86)
H (-1.95, 0.09, -0.96)
H (1.23, 0.27, -1.15)
H (1.34, 0.73, 0.71)
H (-0.49, -1.40, -0.21)
H (1.42, -0.96, 2.10)

Summary:
Energy above the lowest of the compared OMol25 structures with the same formula, charge and spin: 1.468 eV
LUMO level: 0.6 eV
SMILES string: NC(=O)CNC=O
Orbital gap: 10.41 eV

11.
One molecule with the formula C4H5NO at a distorted geometry, computed with ωB97M-V with the def2-TZVPD basis set.

Atoms and positions in Å:
C (1.98, 0.19, -0.05)
C (0.65, 0.20, 0.00)
N (-0.21, -0.97, 0.05)
C (-1.49, -0.49, 0.02)
C (-1.42, 0.85, -0.04)
O (-0.13, 1.30, 0.17)
H (2.53, -0.73, -0.12)
H (2.53, 1.11, 0.03)
H (0.07, -1.93, 0.08)
H (-2.35, -1.13, -0.05)
H (-2.18, 1.61, -0.09)

Summary:
Energy above the lowest of the compared OMol25 structures with the same formula, charge and spin: 1.606 eV
LUMO level: 1.0 eV
SMILES string: C=C1NC=CO1
Orbital gap: 8.16 eV

12.
A 2-piece molecular cluster, C4H8BrN2S overall at a distorted geometry, computed with ωB97M-V with the def2-TZVPD basis set.

Atoms and positions in Å:
C (-1.14, -0.01, 0.81)
C (0.33, -0.37, 0.34)
C (0.89, 1.00, -0.04)
C (-1.93, -1.03, 1.55)
N (-1.47, 1.23, 0.74)
N (2.17, 1.21, -0.34)
S (-0.29, 2.23, 0.28)
Br (0.91, -0.43, -3.29)
H (0.92, -0.82, 1.12)
H (0.31, -1.11, -0.60)
H (-1.60, -1.09, 2.55)
H (-1.98, -2.06, 1.12)
H (-2.82, -0.46, 1.51)
H (2.70, 0.45, -0.73)
H (2.58, 2.11, -0.50)
H (0.41, -0.84, -4.51)

Summary:
Energy above the lowest of the compared OMol25 structures with the same formula, charge and spin: 0.801 eV
LUMO level (alpha / beta): -4.9 / -4.9 eV
Charge: +1
Orbital gap (alpha / beta): 8.94 / 8.94 eV